1.
Molecular formula: C26H36N4O4PPdS
Method: DFT, the ωB97M-V functional and the def2-TZVPD basis

ORCA input file:
```
! RIJCOSX wB97M-V def2-TZVPD def2/J DEFGRID3
* xyz 3 5
Pd -0.26 -0.21 0.55
O 3.78 -0.25 1.10
S 2.51 0.42 1.05
O 1.51 0.18 2.11
O 1.44 -1.43 -1.37
C 2.67 2.15 0.80
C 3.91 2.74 1.00
C 4.03 4.11 0.83
C 2.94 4.86 0.43
C 1.71 4.25 0.19
C 1.54 2.88 0.37
P -0.07 2.15 -0.05
C -1.29 2.90 1.02
C -0.92 3.30 2.31
C -1.88 3.73 3.21
C -3.22 3.78 2.83
C -3.59 3.39 1.54
C -2.63 2.95 0.64
C -0.43 2.49 -1.76
C -0.04 1.56 -2.73
C -0.24 1.84 -4.07
C -0.82 3.04 -4.45
C -1.21 3.97 -3.49
C -1.02 3.70 -2.15
H 4.75 2.13 1.31
H 4.98 4.59 1.00
H 3.04 5.92 0.28
H 0.88 4.86 -0.15
H 0.12 3.27 2.61
H -1.58 4.06 4.20
H -3.96 4.14 3.52
H -4.63 3.45 1.24
H -2.94 2.70 -0.37
H 0.44 0.63 -2.44
H 0.07 1.13 -4.83
H -0.98 3.26 -5.50
H -1.67 4.90 -3.79
H -1.33 4.43 -1.41
N -2.23 -0.45 -0.35
C -3.08 -1.50 0.27
C -3.36 -1.20 1.73
C -2.15 -1.19 2.66
N -1.30 -0.01 2.43
H -2.68 0.45 -0.23
H -2.16 -0.59 -1.36
H -2.55 -2.46 0.16
H -4.02 -1.57 -0.28
H -4.06 -1.96 2.10
H -3.90 -0.25 1.81
H -1.54 -2.08 2.49
H -2.47 -1.22 3.70
H -0.57 0.06 3.14
H -1.85 0.85 2.49
C -0.66 -5.84 -0.35
N 0.75 -5.58 -0.56
C 1.63 -6.74 -0.63
C 1.06 -4.16 -0.63
O 0.11 -3.42 -0.37
N 2.26 -3.76 -1.06
C 2.51 -2.32 -1.41
C 3.57 -4.43 -1.08
H -0.85 -6.90 -0.43
H -1.23 -5.26 -1.08
H -0.94 -5.46 0.64
H 1.01 -7.62 -0.50
H 2.37 -6.69 0.17
H 2.11 -6.77 -1.60
H 0.66 -1.89 -0.99
H 2.90 -2.35 -2.43
H 3.31 -1.98 -0.74
H 3.51 -5.50 -1.16
H 4.11 -4.17 -0.16
H 4.12 -4.05 -1.94
*
```

## Properties
Energy relative to the best compared isomer or geometry (same formula, charge and spin): 27.4 kcal/mol


2.
Molecular formula: C26H36N4O4S2
Method: DFT, the ωB97M-V functional and the def2-TZVPD basis

ORCA input file:
```
! RIJCOSX wB97M-V def2-TZVPD def2/J DEFGRID3
* xyz 0 1
S -3.45 -2.22 -0.75
C -2.28 -1.89 0.39
N -2.06 -0.66 0.92
C -2.90 0.45 1.03
C -4.28 0.39 0.84
C -5.04 1.54 1.01
C -4.45 2.73 1.38
C -3.09 2.78 1.59
C -2.32 1.65 1.42
N -1.43 -2.87 0.81
C -0.67 -2.75 2.03
C 0.79 -2.34 1.82
O 0.89 -0.97 1.44
C 1.61 -0.13 2.31
C 3.12 -0.41 2.37
O 3.81 -0.23 1.15
C 4.54 0.95 0.99
C 3.72 2.19 0.56
N 2.79 1.91 -0.51
C 1.47 2.22 -0.36
S 0.94 3.14 0.92
N 0.64 1.72 -1.30
C -0.72 2.02 -1.50
C -1.24 3.29 -1.32
C -2.58 3.52 -1.55
C -3.41 2.50 -1.97
C -2.89 1.23 -2.17
C -1.55 0.99 -1.95
C 3.34 1.51 -1.79
C 3.44 -0.01 -1.99
O 2.14 -0.55 -2.15
C 2.06 -1.92 -1.82
C 0.58 -2.29 -1.69
O 0.49 -3.64 -1.31
C -0.83 -4.14 -1.27
C -1.44 -4.16 0.14
H -1.11 -0.48 1.22
H -4.76 -0.53 0.55
H -6.11 1.48 0.86
H -5.06 3.62 1.51
H -2.61 3.70 1.88
H -1.25 1.70 1.59
H -0.68 -3.72 2.53
H -1.16 -2.03 2.69
H 1.34 -2.52 2.75
H 1.23 -2.96 1.02
H 1.42 0.88 1.94
H 1.21 -0.21 3.34
H 3.29 -1.46 2.66
H 3.55 0.23 3.16
H 5.08 1.21 1.91
H 5.29 0.72 0.22
H 4.43 2.97 0.26
H 3.14 2.56 1.41
H 0.97 0.88 -1.76
H -0.60 4.10 -1.00
H -2.98 4.52 -1.41
H -4.46 2.68 -2.14
H -3.52 0.42 -2.50
H -1.13 0.01 -2.11
H 4.34 1.93 -1.87
H 2.72 1.93 -2.59
H 3.92 -0.47 -1.13
H 4.04 -0.21 -2.89
H 2.53 -2.54 -2.59
H 2.56 -2.11 -0.86
H 0.08 -2.12 -2.65
H 0.13 -1.63 -0.93
H -1.48 -3.57 -1.94
H -0.78 -5.18 -1.62
H -0.87 -4.86 0.76
H -2.47 -4.51 0.04
*
```

## Properties
SMILES: S=C(Nc1ccccc1)N1CCOCCOCCN(C(=S)Nc2ccccc2)CCOCCOCC1
Energy relative to the best compared isomer or geometry (same formula, charge and spin): 0.0 kcal/mol


3.
Molecular formula: C26H37BrN2O7PS
Method: DFT, the ωB97M-V functional and the def2-TZVPD basis

ORCA input file:
```
! RIJCOSX wB97M-V def2-TZVPD def2/J DEFGRID3
* xyz -1 1
C -5.21 3.00 -1.95
O -4.28 3.27 -2.97
C -3.57 4.48 -2.72
C -2.51 4.65 -3.78
C -1.17 4.02 -3.40
C -0.52 4.62 -2.14
C -0.61 3.67 -0.93
C 0.61 3.70 0.00
C 0.85 2.44 0.81
C 1.14 1.19 -0.04
C 0.95 -0.13 0.68
C 2.08 -0.81 1.20
C 3.43 -0.15 0.98
C 3.91 -0.43 -0.42
C 3.85 -1.86 -0.85
N 4.32 0.51 -1.15
C 1.91 -2.05 1.86
P 3.48 -2.83 2.47
N 3.56 -4.38 1.69
O 3.10 -3.19 4.02
C 0.64 -2.65 2.00
C 0.45 -3.99 2.69
C -0.20 -3.96 4.11
C -0.47 -2.59 4.69
Br 0.93 -4.92 5.42
C -0.46 -1.99 1.42
C -0.30 -0.74 0.80
C -1.53 -0.11 0.25
O -1.77 1.06 0.26
C -2.54 -1.05 -0.33
S -3.54 -0.55 -1.66
C -2.66 -2.25 0.24
C -1.82 -2.62 1.38
O -2.23 -3.42 2.19
H -5.56 1.98 -2.07
H -6.08 3.66 -2.01
H -4.74 3.08 -0.98
H -4.30 5.30 -2.80
H -3.18 4.50 -1.70
H -2.87 4.12 -4.66
H -2.37 5.70 -4.03
H -1.32 2.94 -3.32
H -0.48 4.16 -4.24
H 0.52 4.86 -2.33
H -1.07 5.53 -1.89
H -1.50 3.89 -0.33
H -0.73 2.66 -1.31
H 1.51 4.01 -0.54
H 0.44 4.50 0.72
H 0.04 2.21 1.50
H 1.73 2.62 1.43
H 0.51 1.13 -0.93
H 2.15 1.26 -0.42
H 3.27 0.92 1.08
H 4.17 -0.46 1.70
H 4.17 -1.97 -1.88
H 4.46 -2.49 -0.21
H 2.83 -2.25 -0.82
H 4.58 0.14 -2.06
H 2.88 -5.04 2.06
H 3.35 -4.22 0.71
H 3.51 -4.01 4.31
H -0.14 -4.61 2.02
H 1.41 -4.47 2.81
H -1.11 -4.54 4.06
H -0.74 -2.70 5.74
H -1.30 -2.09 4.21
H 0.40 -1.94 4.64
H -2.82 0.50 -2.08
H -3.41 -2.94 -0.12
C 0.52 -2.82 -2.40
O 0.74 -3.61 -1.44
O 0.04 -3.48 -3.55
O 0.67 -1.59 -2.46
H 0.04 -4.38 -3.20
*
```


Number 1: DFT total energy -65272.268 eV. Number 2: DFT total energy -63366.685 eV. Number 3: DFT total energy -135044.349 eV.